DFT (ωB97M-V/def2-TZVPD) results for C16H8ClF4GaI3N3O8S as an isolated structure.

Its energy relative to the best compared isomer or geometry (same formula, charge and spin) is 0.0 kcal/mol. The LUMO energy comes out at -1.71 eV.

Last column: Mulliken charge in e.
Atoms and positions in Å:
Ga -0.209 0.108 -0.173  1.28
Cl -3.688 -4.687 3.144  -0.26
C -2.937 -3.206 2.646  0.50
C -3.072 -2.082 3.409  -0.47
C -2.477 -0.861 3.030  -0.16
I -2.751 0.835 4.191  0.10
C -1.733 -0.759 1.877  -0.21
O -1.164 0.344 1.442  -0.58
C -1.595 -1.946 1.095  0.89
N -0.859 -1.805 -0.039  -0.27
C -0.676 -2.826 -0.850  -0.06
C -1.226 -4.083 -0.567  -0.98
C -1.973 -4.254 0.569  -0.55
C -2.183 -3.171 1.448  -0.32
H -3.651 -2.127 4.320  0.41
H -0.085 -2.640 -1.737  0.54
H -1.055 -4.900 -1.252  0.43
H -2.408 -5.216 0.803  0.45
F 0.206 5.751 2.662  -0.31
C 1.210 5.300 1.908  0.25
C 1.522 4.005 1.874  -0.07
N 2.564 3.524 1.104  0.14
C 2.834 2.106 1.066  -1.22
C 1.677 1.311 0.530  0.96
O 1.647 0.056 0.666  -0.68
O 0.699 1.882 -0.043  -0.40
C 3.326 4.360 0.303  0.51
O 4.239 3.966 -0.387  -0.62
N 2.964 5.690 0.371  -0.07
C 1.944 6.282 1.115  0.28
O 1.734 7.469 1.078  -0.60
H 0.962 3.278 2.446  0.51
H 3.086 1.720 2.055  0.34
H 3.692 1.947 0.412  0.42
H 3.510 6.311 -0.209  0.23
F 1.181 -1.522 -4.414  -0.23
C 0.362 -0.472 -4.498  0.64
F -0.897 -0.914 -4.443  -0.23
F 0.557 0.140 -5.657  -0.19
S 0.677 0.692 -3.110  1.06
O -0.362 1.689 -3.208  -0.74
O 2.037 1.094 -3.205  -0.60
O 0.412 -0.253 -1.967  -0.37
I -2.554 1.291 -1.595  0.40
I -4.510 0.762 0.139  -0.16